[1]
DFT (the ωB97M-V functional and the def2-TZVPD basis) results for a molecular structure, C8H21FO3Zn.

As for the total energy: -65905.68862 eV. The max |F| comes out at 3.264 eV Å⁻¹. For the LUMO energy, the calculation gives -5.07 eV.

Last column: Mulliken charge in e.
Cartesian coordinates (Å):
Zn 2.13234 -3.52808 -0.55724  0.80
F 1.26398 -0.82084 -0.69505  -0.67
C 1.48281 -7.25076 3.15460  -0.88
C 1.41551 -5.71010 3.45418  -0.21
O 1.08553 -4.82812 2.47139  -0.42
H 2.26818 -7.32048 2.40199  0.24
H 0.55607 -7.64126 2.73417  0.28
H 1.72295 -7.84316 4.03750  0.32
H 2.44027 -5.50855 3.76616  0.24
H 0.73562 -5.54633 4.29024  0.29
C -4.35340 1.39388 1.04203  -1.30
C -4.22412 0.24592 0.08820  0.55
C -4.10890 0.66128 -1.40726  -1.27
O -3.03314 -0.32604 0.51406  -0.54
H -3.46905 2.03108 1.03849  0.28
H -4.38380 1.10628 2.09297  0.33
H -5.22081 2.03075 0.86858  0.37
H -5.09922 -0.33787 0.37369  0.21
H -3.97542 -0.17051 -2.09894  0.34
H -3.26709 1.34698 -1.50347  0.35
H -5.01766 1.21908 -1.63334  0.35
H -2.32633 -0.14143 -0.10879  0.33
C 3.24129 4.53526 -3.14268  -1.30
C 3.28848 3.89957 -1.77776  0.81
C 1.92083 3.86779 -1.14772  -1.58
O 3.70218 2.62197 -1.95964  -0.55
H 2.63820 5.43967 -3.06261  0.34
H 2.76206 3.98855 -3.95481  0.31
H 4.24398 4.65458 -3.55313  0.32
H 3.95098 4.44967 -1.10949  0.13
H 1.91934 3.34376 -0.19195  0.39
H 1.17485 3.29597 -1.69964  0.42
H 1.45805 4.85429 -1.11988  0.38
H 3.07544 1.98721 -1.60486  0.33

---

[2]
DFT (the ωB97M-V functional and the def2-TZVPD basis) results for 2 unconnected molecules or ions with the total composition C8H21N2PS.

Its energy above the lowest of the compared OMol25 structures with the same formula, charge and spin is 0.00 kJ/mol. As for the total energy: -31738.12540 eV. The max |F| comes out at 3.520 eV Å⁻¹. The structure (SMILES) is CC(C)(C)P(S)NN.C=C(C)C. For the LUMO energy, the calculation gives 0.69 eV.

Last column: Mulliken charge in e.
Cartesian coordinates (Å):
C -0.16396 2.94340 2.04746  -1.28
C 2.23478 2.89687 1.43059  -0.90
C 0.26710 3.04334 -0.28744  -0.85
C -0.45197 -2.79967 0.73360  -1.95
C -0.55981 -2.86114 -1.86673  -1.73
C 1.62125 -2.67181 -0.67238  -1.51
C 0.93277 2.86133 1.07141  0.99
C 0.14812 -2.28121 -0.63131  1.57
N -2.51647 0.49084 0.41079  -0.66
N -1.60790 -0.14577 -0.47492  0.12
P 0.05059 -0.36963 -0.48937  0.07
S 0.17850 -0.10586 -2.67870  -0.30
H -0.76114 3.76397 1.96244  0.38
H -0.81027 2.06431 1.89339  0.01
H 0.11854 2.78286 3.05184  0.42
H 0.47383 1.29770 -2.68344  0.14
H 2.48860 2.80495 2.49559  0.28
H 2.91114 2.71553 0.60442  0.28
H 0.41953 4.16393 -0.58031  0.32
H 0.70406 2.49769 -1.14225  -0.13
H -0.75153 2.76150 -0.06679  0.44
H -1.47410 -3.01548 0.83652  0.37
H 0.02571 -3.64412 1.14123  0.45
H -0.17473 -2.06325 1.45373  0.50
H -0.66816 -3.93701 -1.75870  0.49
H 0.21307 -2.73748 -2.66748  0.42
H -1.55224 -2.36144 -1.98772  0.29
H 2.11601 -2.31302 0.29732  0.36
H 1.76342 -3.78898 -0.58878  0.41
H 2.13608 -2.29644 -1.60606  0.33
H -3.20413 -0.13585 0.84565  0.30
H -2.04461 0.78110 1.24802  0.10
H -2.06209 -0.34117 -1.34163  0.25

---

[3]
DFT (the ωB97M-V functional and the def2-TZVPD basis) results for a molecular structure, C8H21NO11SZn.

Its energy above the lowest of the compared OMol25 structures with the same formula, charge and spin is 84.85 kJ/mol. As for the total energy: -91904.51876 eV. The max |F| comes out at 1.173 eV Å⁻¹. For the LUMO energy, the calculation gives 4.71 eV. Its net charge is -2.

Last column: Mulliken charge in e.
Cartesian coordinates (Å):
Zn -0.59368 0.33335 0.84660  1.16
S -1.52039 2.63888 -0.11708  1.33
O -0.89373 1.46073 -0.85831  -0.86
O -0.71345 3.83740 -0.33523  -0.75
O -2.91692 2.85245 -0.51349  -0.77
O -1.45296 2.15029 1.31443  -0.69
O 1.27172 0.44776 1.59258  -0.88
C 1.25660 -0.10193 2.85528  -0.52
C -0.09477 -0.72343 3.31438  -0.47
O -1.05629 -0.88588 2.35470  -0.77
H 1.59268 0.64309 3.61048  0.24
H 2.02995 -0.90520 2.93270  0.28
H -0.48864 -0.13899 4.17376  0.18
H 0.18853 -1.72952 3.71327  0.20
C 3.61549 2.75398 0.37243  -0.38
C 2.57309 2.37988 -0.64178  -0.40
O 2.46112 0.96859 -0.78270  -0.56
O 3.38590 2.19560 1.66042  -0.58
H 3.63852 3.85361 0.48169  0.28
H 4.63478 2.47714 0.04958  0.24
H 2.80819 2.78396 -1.62988  0.35
H 1.61042 2.79370 -0.31070  0.15
H 2.14375 0.63637 0.08272  0.56
H 2.55546 1.64105 1.67312  0.55
C -3.30570 -0.79732 -2.45856  -0.43
C -3.27857 -1.33019 -1.02625  -0.37
O -2.89482 -0.36388 -0.05830  -0.22
O -2.05070 -0.37352 -2.93683  -0.57
H -4.06027 -0.00169 -2.56677  0.30
H -3.63289 -1.62766 -3.10508  0.32
H -2.55925 -2.14955 -1.00577  0.06
H -4.26820 -1.72456 -0.74602  0.39
H -3.67603 0.13007 0.20452  0.23
H -1.64697 0.30130 -2.30042  0.39
O -0.13028 -1.23651 -0.45930  -0.27
C 0.34793 -2.19097 -0.99658  0.50
N 0.28525 -2.29266 -2.35934  -0.30
C 0.98082 -3.31809 -0.20758  -1.23
H -0.27766 -1.60427 -2.85190  0.27
H 0.74506 -3.00427 -2.89253  0.15
H 0.27205 -4.13856 -0.09136  0.29
H 1.26634 -2.92456 0.76338  0.19
H 1.84854 -3.71600 -0.74428  0.42

---

Calculated values (eV) of frontier orbital gap for the records, taken in order: 3.99; 8.81; 5.95.